{
  "formula": "C4H14N3O",
  "method": "wB97M-V/def2-TZVPD",
  "e_lumo_ev": -2.762,
  "homo_lumo_gap_ev": 10.422,
  "total_charge": 1,
  "e_homo_ev": -13.18,
  "relative_energy_kj_mol": 231.4,
  "largest_force_ev_per_a": 3.78,
  "total_energy_ha": -400.04442,
  "symbols": ["C", "C", "C", "C", "N", "N", "N", "H", "H", "H", "H", "H", "H", "H", "H", "H", "H", "H", "H", "H", "H", "O"],
  "positions_angstrom": [[1.417834, -1.015655, 0.769806], [0.218248, -1.136223, -0.299801], [-0.993061, -0.332236, -0.164238], [-2.354086, -0.652928, -0.043910], [-3.238093, 0.397161, 0.256713], [-0.773994, 1.184596, -0.019243], [2.687241, -0.458293, 0.186515], [1.792284, -1.982321, 1.086907], [1.002960, -0.340098, 1.543355], [-0.118613, -2.192952, -0.295026], [0.751487, -1.125178, -1.280353], [-2.689947, -1.670465, -0.168537], [-1.638916, 1.640281, -0.224392], [-4.179185, 0.329573, -0.194378], [-3.438999, 0.546407, 1.284552], [-0.479127, 1.353596, 0.893167], [-0.046154, 1.604408, -0.632643], [3.190869, 0.016158, 0.905991], [3.351624, -1.188426, -0.224028], [1.895628, 2.260771, -1.668379], [2.107007, 0.963403, -0.812002], [1.534992, 1.798422, -0.900072]],
  "forces_ev_per_a": [[-0.10, 0.50, -1.29], [2.06, -2.55, -0.51], [-3.22, 1.61, 0.41], [3.69, 0.80, 0.00], [-2.14, 0.51, 0.76], [-0.16, -1.95, -1.84], [-0.04, -0.49, -1.38], [-1.30, -0.31, 0.78], [0.93, -0.66, 0.14], [0.02, 0.46, 0.26], [-0.73, 0.70, 0.32], [-0.01, -0.18, -0.05], [-1.27, 0.30, 0.32], [1.25, -0.18, 0.46], [0.56, -0.41, -1.53], [0.41, 0.78, 2.05], [0.71, -0.63, -0.10], [0.47, 0.28, 0.45], [-1.59, 1.19, 0.93], [-0.08, 0.10, 0.16], [-0.53, 0.62, 0.35], [1.07, -0.48, -0.70]],
  "nbo_charge": [-0.210, -0.506, 0.120, 0.020, -0.896, -0.722, -0.881, 0.224, 0.189, 0.257, 0.250, 0.220, 0.450, 0.408, 0.405, 0.413, 0.471, 0.386, 0.394, 0.499, 0.518, -1.010]
}



{
  "formula": "C10H17N3O4",
  "method": "wB97M-V/def2-TZVPD",
  "e_lumo_ev": 0.406,
  "homo_lumo_gap_ev": 9.953,
  "e_homo_ev": -9.55,
  "relative_energy_kj_mol": 156.1,
  "smiles": "NC(=O)CC[C@H](N)C(=O)N1CCC[C@H]1C(=O)O",
  "largest_force_ev_per_a": 5.34,
  "total_energy_ha": -856.49212,
  "symbols": ["N", "C", "O", "C", "C", "C", "N", "C", "O", "N", "C", "C", "C", "C", "C", "O", "O", "H", "H", "H", "H", "H", "H", "H", "H", "H", "H", "H", "H", "H", "H", "H", "H", "H"],
  "positions_angstrom": [[4.344616, 0.718649, -0.164196], [4.062513, -0.562892, 0.508612], [4.922416, -1.184632, 1.078135], [2.704130, -1.115206, 0.227330], [1.495819, -0.200103, 0.417179], [0.915548, 0.627977, -0.762350], [1.784841, 1.685844, -1.126117], [-0.494873, 1.029253, -0.474257], [-0.864801, 2.052238, 0.129270], [-1.401789, 0.172376, -0.880833], [-1.030639, -1.121161, -1.381564], [-2.258958, -1.944059, -0.923992], [-3.413621, -0.871149, -0.897575], [-2.779209, 0.279177, -0.376727], [-2.835194, 0.277051, 1.172749], [-3.919347, 0.578326, 1.717873], [-1.778020, -0.257179, 1.828468], [3.580079, 1.142024, -0.670206], [5.258744, 1.062339, -0.119667], [2.756153, -1.557447, -0.809851], [2.573756, -2.003155, 0.831362], [0.717968, -0.777317, 0.809584], [1.797892, 0.485220, 1.241926], [1.033778, -0.110607, -1.596035], [1.500021, 2.136125, -2.035314], [1.664499, 2.444547, -0.391484], [-0.954553, -1.088073, -2.512207], [-0.161771, -1.537693, -0.880658], [-2.427020, -2.716160, -1.624928], [-2.227023, -2.439999, 0.043781], [-4.261907, -1.298893, -0.308521], [-3.677153, -0.709874, -1.890075], [-3.346137, 1.149653, -0.700941], [-1.996076, -0.122138, 2.724858]],
  "forces_ev_per_a": [[-2.09, -3.80, 1.92], [1.51, 2.90, -2.31], [0.00, 0.02, 0.41], [-0.58, -0.75, -1.54], [1.13, 1.81, 0.69], [1.80, -2.02, -0.69], [0.00, 3.30, 0.05], [-0.66, 2.23, 1.12], [1.35, -0.68, -0.55], [-0.87, -0.13, -0.09], [-1.69, -1.35, -0.19], [-0.67, 0.73, -0.35], [-0.60, -5.29, 0.50], [1.71, 2.44, 2.08], [-3.25, 0.37, 0.40], [3.50, -0.69, -1.04], [-0.37, 0.47, -2.31], [0.13, 0.36, -0.17], [1.18, 0.52, 0.06], [-0.05, 0.63, 0.65], [0.10, -0.04, 0.45], [-1.30, -0.91, 0.70], [-0.52, -0.10, -0.43], [-0.78, 0.80, 0.33], [0.31, -0.70, 1.33], [0.28, -0.96, -1.22], [0.17, -0.34, 1.26], [0.15, 0.13, -0.44], [-0.51, -0.90, -0.82], [0.70, 0.31, 0.20], [0.49, 0.80, -0.58], [-0.92, 0.32, -1.79], [0.62, 0.48, 0.16], [-0.27, 0.05, 2.20]],
  "nbo_charge": [-0.896, 0.689, -0.591, -0.517, -0.400, -0.148, -0.836, 0.677, -0.644, -0.419, -0.228, -0.405, -0.406, -0.150, 0.801, -0.601, -0.676, 0.419, 0.393, 0.227, 0.242, 0.219, 0.225, 0.209, 0.376, 0.382, 0.201, 0.217, 0.215, 0.215, 0.244, 0.212, 0.256, 0.501]
}